No. 1
A 3-piece molecular cluster, CH2ClNO2S overall at a distorted geometry. Source: the Open Molecules 2025 dataset; level of theory: the ωB97M-V functional and the def2-TZVPD basis.

Computed properties:
Energy relative to the best compared isomer or geometry (same formula, charge and spin)   1.497 eV
LUMO energy   -0.20 eV
Spin multiplicity   1

The geometry in XYZ format:
```
8
Properties=species:S:1:pos:R:3:forces:R:3:lowdin_charge:R:1
C 0.010 0.197 2.770 0.037 -0.506 3.429 0.0121
N -0.059 0.320 1.663 0.088 1.125 -2.529 0.0106
O 0.943 -0.347 -1.446 0.093 0.365 0.097 -0.4594
O 0.177 -1.989 0.141 -0.071 -0.274 0.415 -0.4322
S -0.050 -0.720 -0.475 -0.227 -0.790 -1.712 0.7881
Cl -0.956 1.767 -3.219 0.957 -1.195 -0.117 0.2216
H 0.029 0.032 3.818 0.079 0.023 0.275 0.0761
H -0.093 0.741 -3.252 -0.955 1.252 0.143 -0.2169
```
Positions in Å, forces in eV/Å.

=====

No. 2
A 2-piece molecular cluster, C24H40BBrF7N4O12P2 overall at a distorted geometry. Source: the Open Molecules 2025 dataset; level of theory: the ωB97M-V functional and the def2-TZVPD basis.

Computed properties:
LUMO energy   -5.31 eV
Spin multiplicity   1
Total charge   +1

The geometry in XYZ format:
```
91
Properties=species:S:1:pos:R:3:forces:R:3:lowdin_charge:R:1
C -0.644 -1.250 4.667 -0.478 -0.427 0.267 -0.0692
C -0.506 -2.390 3.498 0.244 -1.000 0.038 -0.3268
C -0.824 -3.954 4.012 0.475 0.573 -0.003 -0.0720
N -0.086 -2.267 2.221 -3.699 -0.269 1.018 0.0268
C -0.957 -1.522 1.278 1.394 0.382 -2.058 -0.4723
P -2.738 -1.881 2.000 -0.745 -0.436 2.216 0.9716
N -3.095 -3.642 1.711 -1.678 2.084 -1.232 -0.1659
O -3.994 -1.049 1.188 1.382 0.429 -0.369 -0.3441
C -1.039 -2.071 -0.270 -1.019 -0.367 1.612 -0.1498
C 0.265 -1.807 -1.224 -1.777 -5.216 1.395 -0.4510
C 1.082 -3.187 -0.900 -0.117 -1.653 1.160 -0.1183
P -0.455 -1.925 -3.036 -0.670 0.645 -1.953 0.7490
O -2.147 -2.284 -3.083 1.964 -0.636 -0.134 -0.3759
Br 0.407 -3.744 -4.176 -0.574 0.792 1.035 0.3661
N 1.037 -0.480 -1.002 -0.748 -1.223 -1.393 -0.0350
C 2.356 -0.614 -0.315 4.780 1.340 0.594 -0.0225
C 2.608 -0.884 1.226 2.967 -6.759 6.287 -0.1882
O 2.864 -2.158 1.648 -1.846 7.863 -3.823 -0.0056
O 2.920 0.082 2.332 0.432 -1.579 -3.548 -0.0091
C 1.579 0.007 -2.373 -0.518 7.820 -5.735 -0.1223
O 1.412 1.244 -2.926 0.784 -7.994 4.909 0.1045
C 2.658 -0.666 -3.386 0.042 -2.581 -2.652 -0.1373
F 3.033 -2.063 -3.242 -1.382 3.853 0.183 0.0028
F 1.989 -0.630 -4.749 2.063 0.105 4.225 -0.0087
C 4.083 0.158 -3.560 3.368 -0.317 1.018 -0.0917
F 5.211 -0.836 -3.378 -3.766 3.087 -0.437 0.0267
F 4.340 1.200 -2.546 -1.312 -3.273 -2.794 0.0405
C 4.347 0.836 -5.021 2.895 1.132 -2.419 -0.0950
F 5.716 1.478 -4.910 -4.228 -2.178 -0.124 0.0173
F 4.492 -0.125 -6.154 -0.874 2.855 4.077 0.0399
C 3.355 2.125 -5.374 -0.662 5.610 2.495 -0.1668
O 3.537 3.259 -4.659 -1.456 -8.109 -4.958 0.0404
O 2.354 1.949 -6.439 1.834 0.251 3.709 0.0380
C 0.020 0.493 -0.395 -1.028 4.037 2.236 -0.1857
O -0.875 0.897 -1.441 1.873 -1.222 0.617 -0.1003
C -2.249 0.949 -1.446 -5.876 -0.273 -1.305 -0.1985
C -3.007 2.443 -1.520 1.301 0.180 2.080 -0.1879
N -2.358 3.393 -2.501 -2.228 0.492 0.741 -0.0863
C -3.010 3.312 -3.863 -0.868 -0.184 -0.361 -0.1864
C -3.290 4.751 -4.595 1.448 0.075 -0.981 -0.3406
C -2.134 5.890 -4.370 -0.585 0.422 1.325 -0.0914
O -3.302 4.464 -6.068 0.775 -0.458 1.522 -0.1324
B 0.610 1.986 0.103 0.363 4.232 0.438 -0.3651
O 1.894 2.346 0.664 -0.752 -1.011 -2.351 0.0857
O -0.326 3.168 0.010 2.002 -3.172 1.588 0.0722
C -0.647 0.056 1.036 -2.329 -0.124 2.124 -0.0576
F 0.062 0.634 2.244 -0.776 -1.164 -3.242 -0.0508
H -0.762 -1.791 5.723 0.280 1.110 -2.424 0.0762
H -1.600 -0.556 4.505 2.301 -1.458 0.191 0.0852
H 0.346 -0.626 4.696 -1.977 -1.076 -0.291 0.0807
H -0.689 -4.734 3.123 -0.173 1.936 1.987 0.0902
H -0.178 -4.236 4.957 -1.355 0.556 -1.896 0.0891
H -1.965 -3.942 4.328 2.395 0.075 -0.527 0.0853
H -3.773 -3.985 2.457 1.294 0.890 -0.944 0.0619
H -3.694 -3.661 0.831 1.009 -0.291 1.097 0.0525
H -3.951 -0.055 1.311 -0.055 -1.765 0.104 0.0652
H -2.058 -1.634 -0.643 2.095 -0.454 0.184 0.0981
H -1.274 -3.239 -0.153 0.979 2.585 -0.593 0.1469
H 1.129 -3.465 0.263 -0.160 1.293 -2.377 0.1091
H 0.390 -4.071 -1.317 1.793 2.132 0.579 0.0886
H 2.159 -3.297 -1.281 -1.841 0.283 0.154 0.0814
H -2.402 -2.876 -3.863 0.835 1.034 1.448 0.0852
H 2.977 0.382 -0.570 -1.708 -1.858 0.854 0.1741
H 3.103 -1.404 -0.821 -2.456 1.248 1.032 0.1864
H 3.817 -0.207 2.727 -2.156 0.029 -0.965 0.1555
H 1.466 2.315 -6.130 1.847 -0.186 -0.316 0.1479
H -2.648 0.428 -2.450 1.206 0.856 2.052 0.1457
H -2.878 0.384 -0.609 1.849 0.957 -1.463 0.1130
H -4.163 2.293 -1.660 2.141 -0.096 -0.032 0.1287
H -2.880 2.922 -0.434 -0.211 -0.965 -2.356 0.1248
H -2.541 4.355 -2.084 0.434 -1.602 -0.953 0.1136
H -4.065 2.764 -3.781 2.123 1.054 -0.297 0.1305
H -2.332 2.641 -4.542 -1.231 1.367 1.045 0.1216
H -4.332 5.213 -4.298 2.065 -1.135 -0.800 0.1591
H -1.035 5.472 -4.324 -2.262 0.699 -0.277 0.0908
H -2.237 6.756 -5.162 0.181 -2.010 1.481 0.0988
H -2.361 6.396 -3.316 0.679 -0.967 -2.103 0.0837
H -2.443 3.992 -6.294 -1.589 0.973 0.632 0.0980
H 2.575 2.628 -0.019 -1.323 -0.312 1.252 0.1445
H -0.108 3.774 0.776 0.005 -0.856 -1.380 0.1321
H -1.714 0.578 1.200 2.560 -0.650 -1.164 0.1695
C 1.951 -1.123 7.511 -0.164 -0.125 -0.454 -0.0214
C 0.908 -1.839 8.327 -1.089 -0.784 -0.518 -0.4809
O 0.006 -2.479 7.789 1.044 0.738 0.581 0.0300
C 1.012 -1.741 9.825 -0.423 -0.303 0.045 -0.0213
H 1.750 -1.281 6.446 0.057 0.006 0.254 0.0594
H 1.914 -0.050 7.718 0.195 -0.077 0.108 0.0917
H 2.942 -1.521 7.743 -0.021 0.211 0.098 0.0906
H 0.933 -0.696 10.136 0.225 -0.061 0.027 0.0893
H 1.962 -2.167 10.160 0.015 0.233 0.022 0.0898
H 0.194 -2.306 10.283 0.188 0.128 -0.133 0.0880
```
Positions in Å, forces in eV/Å.

=====

No. 3
An isolated ion of composition C3H7FN3 and charge +1 at a distorted geometry. Source: the Open Molecules 2025 dataset; level of theory: the ωB97M-V functional and the def2-TZVPD basis.

Computed properties:
Energy relative to the best compared isomer or geometry (same formula, charge and spin)   0.000 eV
LUMO energy   -3.60 eV
Spin multiplicity   1
Total charge   +1

The geometry in XYZ format:
```
14
Properties=species:S:1:pos:R:3:forces:R:3:lowdin_charge:R:1
C -1.421 0.762 0.583 0.865 1.414 -1.134 0.0368
C -0.564 -0.327 0.009 -2.006 0.946 0.840 -0.3958
N -0.986 -1.534 -0.241 -1.511 -1.051 1.122 0.2437
N 0.575 0.020 -0.462 5.628 1.708 -1.306 0.2079
C 1.808 0.109 -0.080 1.383 -0.951 0.529 -0.3232
N 3.077 0.482 -0.489 -4.377 1.002 -3.534 0.2210
F 2.129 -0.457 1.071 -1.290 -0.770 1.970 0.1194
H -1.076 1.188 1.519 0.510 -0.270 0.145 0.1044
H -1.419 1.635 -0.147 0.051 -1.199 0.773 0.1363
H -2.411 0.472 0.729 -1.709 -0.675 0.179 0.0636
H -1.889 -1.950 0.137 1.768 0.906 -0.847 0.1918
H -0.242 -2.114 -0.596 -0.398 -0.753 -0.208 0.1431
H 3.803 0.434 0.168 0.847 -0.110 0.826 0.1110
H 3.181 0.964 -1.384 0.239 -0.196 0.643 0.1401
```
Positions in Å, forces in eV/Å.

=====

No. 4
An isolated ion of composition C4H7Cl2N4 and charge +1 at a distorted geometry. Source: the Open Molecules 2025 dataset; level of theory: the ωB97M-V functional and the def2-TZVPD basis.

Computed properties:
Energy relative to the best compared isomer or geometry (same formula, charge and spin)   0.104 eV
LUMO energy   -3.68 eV
Spin multiplicity   1
Total charge   +1

The geometry in XYZ format:
```
17
Properties=species:S:1:pos:R:3:forces:R:3:lowdin_charge:R:1
N -1.026 -1.303 0.506 -0.153 -5.794 -0.997 0.0965
C -0.665 -0.111 0.918 3.365 4.286 -0.250 -0.3817
N -1.786 0.796 1.322 -2.222 1.767 0.401 0.2182
C 0.547 0.548 0.748 -2.097 1.572 1.752 -0.1445
N 1.773 0.016 0.578 1.333 -0.683 0.506 0.0881
C 2.220 -0.506 -0.473 1.860 -1.802 -0.205 -0.2186
N 1.478 -0.755 -1.567 -0.850 -1.243 0.115 0.0083
C 0.789 0.022 -2.208 -0.056 1.627 -2.150 -1.2123
Cl -0.237 -0.519 -3.440 -0.664 -0.280 -0.277 0.7238
Cl 1.012 1.756 -2.285 -0.119 -0.113 0.476 0.6751
H -1.300 -2.020 1.226 0.188 1.130 -0.705 0.1401
H -0.342 -1.838 -0.123 -1.256 1.553 0.972 0.1423
H -2.805 0.516 1.224 1.565 -0.581 -0.505 0.2030
H -1.781 1.738 0.879 0.412 -0.731 -0.352 0.1766
H -1.773 1.082 2.297 0.526 -0.418 0.621 0.1614
H 0.704 1.662 1.023 -1.042 -1.680 -0.549 0.1573
H 3.191 -1.084 -0.625 -0.789 1.390 1.149 0.1664
```
Positions in Å, forces in eV/Å.

=====

No. 5
A 2-piece molecular cluster, C26H32N3 overall at a distorted geometry. Source: the Open Molecules 2025 dataset; level of theory: the ωB97M-V functional and the def2-TZVPD basis.

Computed properties:
Energy relative to the best compared isomer or geometry (same formula, charge and spin)   2.950 eV
LUMO energy   -4.35 eV
Spin multiplicity   1
Total charge   +1

The geometry in XYZ format:
```
61
Properties=species:S:1:pos:R:3:forces:R:3:lowdin_charge:R:1
C -3.808 -0.233 0.243 -0.201 -0.038 0.467 -0.0282
C -3.313 -0.575 -1.139 0.234 -0.031 -0.407 -0.3640
C -4.092 -1.699 -1.781 -0.748 -0.034 -0.265 -0.0581
N -1.921 -1.020 -1.106 1.319 0.000 0.402 -0.0199
N -1.681 -2.309 -1.267 2.369 -0.198 0.307 0.1546
N -0.336 -2.425 -1.167 -2.420 0.984 0.244 0.0008
C 0.203 -3.788 -0.983 -0.157 -0.126 -0.380 -0.3512
C -0.279 -4.602 -2.159 0.131 -0.370 -0.430 -0.0474
C -0.317 -4.372 0.318 -0.033 0.067 0.376 -0.0385
C 0.253 -1.224 -0.967 -0.227 -0.491 0.070 -0.1149
C 1.704 -1.077 -0.941 1.254 0.135 0.051 -0.1788
C 2.386 -0.865 0.275 -0.324 -0.040 -0.648 -0.0249
C 3.776 -0.774 0.284 0.090 -0.012 -0.170 -0.0726
C 4.498 -0.881 -0.912 -0.272 0.021 0.005 -0.0650
C 3.826 -1.074 -2.128 0.160 -0.015 0.305 -0.0650
C 2.441 -1.182 -2.146 -0.451 0.142 0.626 -0.0166
C -0.772 -0.273 -0.861 -0.393 -0.882 0.134 -0.1901
C -0.695 1.069 -0.505 0.147 0.948 0.112 0.0450
H -4.849 0.101 0.173 0.176 -0.045 0.058 0.0977
H -3.773 -1.125 0.880 -0.029 0.163 -0.015 0.0989
H -3.217 0.563 0.702 -0.006 -0.082 -0.025 0.0473
H -3.314 0.326 -1.756 -0.091 -0.035 -0.108 0.1517
H -5.156 -1.454 -1.775 0.076 -0.008 -0.009 0.0919
H -3.783 -1.855 -2.817 -0.028 -0.019 0.128 0.0905
H -3.937 -2.634 -1.234 -0.222 0.232 -0.100 0.0802
H 1.291 -3.690 -0.966 -0.132 0.059 -0.054 0.1475
H 0.042 -5.643 -2.054 -0.083 0.161 -0.032 0.0930
H -1.372 -4.559 -2.200 0.217 -0.145 -0.052 0.0818
H 0.127 -4.208 -3.094 -0.087 -0.071 0.030 0.0865
H 0.016 -5.411 0.416 -0.019 0.212 -0.032 0.0930
H 0.051 -3.810 1.182 -0.073 -0.063 -0.051 0.0828
H -1.413 -4.354 0.320 0.249 -0.054 0.022 0.0840
H 1.793 -0.786 1.190 0.303 -0.037 -0.194 0.1072
H 4.296 -0.631 1.231 -0.077 -0.024 -0.279 0.1088
H 5.587 -0.809 -0.899 -0.366 -0.027 0.001 0.1112
H 4.388 -1.146 -3.059 -0.141 0.022 0.276 0.1125
H 1.895 -1.322 -3.081 0.221 0.008 0.228 0.1236
H 0.301 1.504 -0.566 -0.487 0.117 -0.409 0.0600
H -1.606 1.662 -0.603 0.561 0.054 -0.183 0.0569
C -0.146 1.565 2.726 -0.474 -0.414 0.535 -0.1200
C -1.615 1.390 3.257 0.874 -0.079 -0.281 -0.1392
C -2.400 2.341 2.406 1.121 0.888 -0.766 -0.0288
C -1.585 3.022 1.515 -1.678 -0.652 0.806 -0.0525
C -0.239 2.575 1.615 0.335 -0.738 0.463 -0.1551
C 0.934 3.267 1.142 0.735 0.518 -0.492 -0.1899
C 0.812 4.353 0.234 0.141 -0.398 0.176 -0.0032
C 1.941 5.026 -0.228 0.014 -0.090 0.089 -0.0556
C 3.219 4.651 0.214 -0.394 -0.050 0.123 -0.0489
C 3.361 3.602 1.133 -0.183 0.020 -0.033 -0.0602
C 2.243 2.913 1.590 -0.569 0.098 -0.267 -0.0087
H 0.513 1.927 3.533 -0.208 -0.057 -0.335 0.1303
H 0.265 0.608 2.372 -0.044 0.362 0.120 0.1093
H -1.943 0.339 3.171 -0.091 0.414 -0.043 0.1199
H -1.654 1.652 4.326 -0.200 -0.076 -0.321 0.1253
H -3.474 2.467 2.519 0.224 0.135 -0.102 0.1184
H -1.919 3.755 0.780 -0.024 -0.189 0.374 0.1202
H -0.185 4.653 -0.100 0.437 -0.040 0.040 0.1131
H 1.820 5.854 -0.930 0.092 -0.292 0.255 0.1149
H 4.098 5.194 -0.137 -0.266 -0.185 0.086 0.1147
H 4.349 3.327 1.504 -0.286 0.086 -0.152 0.1131
H 2.363 2.100 2.309 0.005 0.260 -0.271 0.1105
```
Positions in Å, forces in eV/Å.

=====

Number 1: HOMO -11.042 eV, Kohn-Sham gap 10.84 eV, calculated total energy -1102.8733 hartree. Number 2: HOMO -10.875 eV, Kohn-Sham gap 5.56 eV, calculated total energy -6040.2017 hartree. Number 3: HOMO -15.044 eV, Kohn-Sham gap 11.44 eV, calculated total energy -382.3931 hartree. Number 4: HOMO -12.375 eV, Kohn-Sham gap 8.69 eV, calculated total energy -1295.6952 hartree. Number 5: HOMO -9.364 eV, Kohn-Sham gap 5.02 eV, calculated total energy -1173.8809 hartree.